# 1
Density functional theory data (ωB97M-V/def2-TZVPD) for a 2-piece molecular cluster, C2H6O2S2 overall at a distorted geometry.

Values from the calculation:
HOMO level, eV: -9.15
ΔE to the lowest compared entry with this formula, charge and spin, kcal per mole: 19.5
Gap between HOMO and LUMO, Ha: 0.35597
SMILES: O=CO.CSS

Last column: Löwdin charge in e.
Atoms and positions in Å:
C -3.606 0.869 0.659  -0.375
S -2.073 1.482 -0.344  0.300
H 0.236 -0.032 0.395  -0.217
H -4.459 0.902 -0.009  0.011
O 4.332 -1.514 0.333  0.068
H 3.237 0.292 -0.050  0.147
O 3.013 -0.182 -0.920  0.026
C 3.669 -1.353 -0.649  -0.379
H -3.453 -0.106 1.114  0.026
H 3.483 -2.125 -1.381  0.134
S -0.728 0.037 -0.520  0.239
H -3.652 1.729 1.372  0.020

# 2
Density functional theory data (ωB97M-V/def2-TZVPD) for a 2-piece molecular cluster, C10H21FNO4S overall at a distorted geometry.

Values from the calculation:
HOMO level, eV: -13.19
Total charge: +1
ΔE to the lowest compared entry with this formula, charge and spin, kcal per mole: 66.2
Gap between HOMO and LUMO, Ha: 0.37686

Last column: Löwdin charge in e.
Atoms and positions in Å:
H 1.590 0.213 -3.260  0.110
C -0.461 -0.117 -1.705  -0.083
H 0.627 1.093 1.191  0.101
C 1.892 -3.075 -0.612  -0.222
O -1.522 0.664 2.429  -0.471
C 2.764 -3.577 -1.751  -0.101
H 2.704 -1.017 -2.650  0.089
H 0.088 -2.761 -1.783  0.137
H -3.520 3.866 4.013  0.157
H 0.017 -2.157 -0.120  0.136
H -1.200 -0.854 -2.034  0.140
H 1.507 -3.966 -0.097  0.126
H -1.507 1.312 -0.447  0.112
N 0.911 -0.808 -1.503  -0.227
S -1.910 1.303 3.819  1.075
F -2.219 4.647 1.769  -0.026
C 1.654 -0.792 -2.829  0.020
H 0.755 2.036 -0.294  0.129
H -0.345 0.659 -2.471  0.136
C 0.575 1.027 0.100  -0.155
C -3.085 3.423 1.764  -0.138
H 3.483 -2.824 -2.078  0.063
H 2.440 0.609 -0.935  0.136
C 1.620 0.068 -0.450  -0.068
H 2.518 -2.565 0.126  0.106
C -0.766 0.510 -0.363  -0.176
H 2.164 -3.898 -2.609  0.085
H 1.190 -1.520 -3.499  0.116
H 2.026 -0.567 0.338  0.122
H -4.976 3.158 3.010  0.174
O -3.262 2.644 0.671  0.010
C -3.803 3.041 3.198  -0.145
H -1.159 -0.234 0.337  0.100
O -3.574 1.660 3.650  -0.347
O -0.979 2.732 4.099  -0.300
C 0.662 -2.247 -1.002  -0.104
H -0.253 2.753 3.393  0.099
H 3.354 -4.437 -1.415  0.087

# 3
Density functional theory data (ωB97M-V/def2-TZVPD) for C23H27CuN5STe as an isolated structure at a distorted geometry.

Values from the calculation:
HOMO level (alpha / beta), eV: -6.52 / -6.96
ΔE to the lowest compared entry with this formula, charge and spin, kcal per mole: 23.0
<S²>: 0.758
Gap between HOMO and LUMO (alpha / beta), Ha: 0.23814 / 0.24771
2S+1: 2

Last column: Mulliken spin population.
Atoms and positions in Å:
H 16.435 12.294 8.964  0.000
N 15.790 7.881 6.623  0.037
H 13.724 10.430 9.695  0.001
C 15.800 7.835 9.087  0.002
H 13.229 8.695 4.177  0.003
C 9.559 8.594 6.758  -0.028
C 9.764 4.419 8.910  0.011
H 11.993 4.194 6.301  -0.003
H 15.757 8.664 3.339  0.000
C 14.717 10.104 9.321  0.001
C 15.276 8.274 4.279  0.004
C 7.618 7.429 7.463  -0.009
H 7.222 6.022 5.860  0.000
H 15.515 6.896 6.463  -0.006
C 11.960 5.747 7.692  -0.055
H 13.237 5.985 6.111  0.017
H 14.908 7.202 4.119  -0.001
H 8.502 8.993 8.678  0.000
H 16.502 8.005 9.932  0.000
H 13.832 8.211 9.579  0.001
C 15.569 12.134 5.710  0.000
C 11.167 6.354 8.691  0.022
N 7.794 3.205 10.128  0.004
S 9.271 7.397 5.519  0.005
C 10.102 5.716 9.305  -0.010
H 11.405 7.383 8.894  -0.003
C 8.573 8.441 7.715  0.020
H 14.030 6.138 7.685  -0.017
C 11.502 4.546 7.210  0.012
H 14.682 10.774 3.681  0.000
C 16.219 12.602 6.870  -0.001
H 17.497 7.324 7.820  0.001
Te 11.284 9.744 6.588  0.216
H 10.171 2.885 7.419  0.000
C 15.965 11.941 8.045  -0.001
N 14.517 10.424 6.907  0.027
C 15.069 10.848 8.064  0.002
C 16.629 8.009 7.807  0.000
C 7.897 6.745 6.305  0.021
H 16.699 9.409 5.549  0.000
N 14.600 8.647 9.101  0.003
H 17.245 7.826 5.040  0.001
H 15.571 6.781 9.118  -0.001
H 13.110 10.779 4.469  -0.002
H 16.980 9.027 7.812  -0.001
Cu 13.520 8.450 6.884  0.480
C 14.163 10.461 4.544  0.008
H 9.476 6.132 10.090  0.000
C 13.140 6.468 7.081  0.258
C 16.372 8.355 5.394  -0.002
C 14.796 11.058 5.750  -0.003
N 14.087 9.000 4.632  -0.008
H 15.727 12.641 4.769  0.000
H 6.742 7.217 8.077  0.000
C 10.479 3.854 7.825  -0.005
H 15.485 10.356 10.007  0.000
C 8.643 3.783 9.558  -0.001
H 16.883 13.455 6.822  0.000

# 4
Density functional theory data (ωB97M-V/def2-TZVPD) for one molecule with the formula C5H7NO.

Values from the calculation:
HOMO level, eV: -8.44
ΔE to the lowest compared entry with this formula, charge and spin, kcal per mole: 81.5
Gap between HOMO and LUMO, Ha: 0.34025

Last column: Löwdin charge in e.
Atoms and positions in Å:
H -1.793 -1.146 0.113  0.083
H -0.513 2.761 -0.222  0.092
O 1.643 -0.492 -1.010  -0.074
H -0.634 2.163 1.309  0.092
H 1.173 1.361 -1.929  0.122
C 1.391 -1.177 0.097  -0.013
H -0.542 -1.917 -0.882  0.088
C 0.112 0.853 -0.040  -0.306
C 0.194 -0.473 0.682  -0.294
N -0.706 1.927 0.324  0.095
H -0.759 -2.453 0.778  0.082
C -0.793 -1.571 0.131  -0.059
H 0.081 -0.437 1.770  0.141
C 0.935 0.731 -1.082  -0.049

# 5
Density functional theory data (ωB97M-V/def2-TZVPD) for C19H21FeO4 as an isolated structure at a distorted geometry.

Values from the calculation:
HOMO level (alpha / beta), eV: -8.29 / -10.49
Total charge: +1
<S²>: 6.128
Gap between HOMO and LUMO (alpha / beta), Ha: 0.12664 / 0.15334
2S+1: 5

Last column: Mulliken spin population.
Atoms and positions in Å:
C -3.494 2.327 -4.205  -0.027
H -1.944 -1.363 3.016  -0.002
H 1.847 -3.085 2.121  0.022
H -0.651 1.599 -3.073  0.013
H 6.252 -3.039 1.229  0.000
C 4.002 0.095 2.122  -0.100
C 6.570 -2.503 2.123  0.003
C 4.632 -1.161 2.121  0.195
H 4.277 -3.278 2.123  -0.006
C -0.003 -0.337 -1.425  0.158
H -5.496 3.199 -1.568  -0.002
C -1.411 0.820 -3.091  0.338
H -1.080 3.354 -1.430  -0.007
C -1.084 -0.284 -2.177  -0.038
C -4.079 0.095 -2.680  -0.027
O -3.652 2.727 -5.260  0.038
O -0.278 -2.082 2.060  0.061
C -3.991 1.839 -0.552  -0.103
H 4.632 0.966 2.125  -0.005
C 2.636 0.215 2.122  0.154
C 0.426 -0.915 2.108  0.582
O 6.032 -1.204 2.119  0.030
H 6.251 -3.034 3.020  0.001
C 1.821 -0.943 2.116  -0.087
H -1.509 0.465 -4.117  0.010
Fe -3.199 1.693 -2.517  2.489
C 3.823 -2.305 2.120  -0.083
H -2.000 -1.354 1.221  0.008
C -2.545 1.876 -0.521  0.049
C 2.461 -2.201 2.116  0.206
H -0.110 0.021 2.132  0.015
H 7.657 -2.429 2.124  0.000
H -1.894 1.170 -0.002  0.045
H 2.176 1.188 2.125  0.001
C -1.669 -1.899 2.106  0.011
C -2.112 3.021 -1.296  -0.012
H -4.625 1.123 -0.022  -0.004
H -2.126 -2.889 2.116  0.002
C -4.454 2.948 -1.356  0.118
C -3.293 3.684 -1.806  -0.085
H -1.809 -1.077 -2.098  0.007
H 0.748 0.424 -1.474  -0.003
H 0.164 -1.143 -0.736  0.010
O -4.593 -0.918 -2.767  0.030
H -3.306 4.595 -2.409  -0.002

# 6
Density functional theory data (ωB97M-V/def2-TZVPD) for C29H47N2O5RuSSiTe as an isolated structure.

Values from the calculation:
HOMO level (alpha / beta), eV: -0.38 / -0.15
Total charge: -2
<S²>: 0.761
Gap between HOMO and LUMO (alpha / beta), Ha: 0.17565 / 0.16715
2S+1: 2

Last column: Mulliken spin population.
Atoms and positions in Å:
C -2.983 -0.352 -4.084  0.001
H 2.674 0.108 4.938  0.000
H -0.385 2.250 4.841  0.000
H -1.187 4.465 -1.316  0.000
H -4.292 -2.340 1.971  -0.005
H 1.139 3.758 1.520  0.000
C -2.965 0.077 -1.574  0.001
H -3.667 -2.780 -2.161  -0.007
N -0.556 -4.053 -2.138  -0.004
C -3.825 1.125 -1.265  0.000
H -3.178 -5.144 -3.847  0.000
H -1.946 4.252 1.111  0.000
H -2.324 -2.358 3.505  -0.013
H -1.289 -0.514 -2.757  -0.005
C 4.433 2.436 -0.177  0.000
H -1.205 3.009 2.153  0.000
C 2.200 0.147 3.952  0.001
C 4.268 -0.038 0.150  0.000
C -2.619 -2.920 -1.886  -0.046
H 2.733 2.635 4.968  0.000
C 0.248 1.364 4.923  0.000
O 2.556 1.507 0.882  0.000
C -1.028 -5.685 -3.618  0.005
C -4.524 1.144 -0.069  0.001
H -4.857 0.134 1.794  0.000
H 5.217 2.301 -0.926  0.000
Si 1.016 0.870 1.108  -0.006
O 2.335 -2.128 -1.982  0.002
C -1.880 -3.971 -2.476  0.026
H 1.602 -0.751 3.800  -0.001
O 2.832 -4.059 -0.912  0.005
C -3.307 -2.038 1.599  0.007
H -1.836 1.128 -3.031  0.000
C -4.336 0.117 0.842  -0.009
H 0.989 -5.369 -2.669  0.001
C 0.754 4.000 0.530  0.000
H -0.079 3.237 -1.974  0.000
H 4.376 -2.497 -2.009  0.000
H -1.729 2.785 -1.514  0.000
H 1.573 3.905 -0.184  0.000
C -2.207 -4.972 -3.404  0.004
S 0.933 -1.163 1.032  0.007
H 3.531 0.994 -2.308  0.000
C -2.181 0.105 -2.864  0.004
H 3.729 -1.365 -3.232  0.000
H 4.765 0.061 1.119  0.000
H -2.864 -0.683 3.247  0.003
C 1.990 -3.206 -1.075  -0.012
H 2.190 2.000 -1.719  0.000
H -3.936 1.941 -1.974  0.000
H -0.888 -6.539 -4.264  0.000
H -3.251 -1.406 -4.009  0.000
C -0.881 3.417 -1.255  0.000
H -5.190 1.967 0.164  0.000
H 3.593 -0.893 0.191  -0.001
H 2.138 0.233 -1.528  0.000
H 0.402 5.036 0.527  0.000
C -0.044 -5.087 -2.807  -0.010
O 0.655 1.499 2.611  0.000
Te -0.273 -4.527 1.034  0.747
H 5.026 -0.216 -0.618  0.000
H 1.579 3.545 3.969  0.000
C 2.788 1.109 -1.514  0.001
C -3.491 -0.956 0.566  -0.007
H -3.906 0.226 -4.180  0.000
C 2.203 2.648 4.012  0.000
C -2.835 -0.987 -0.669  0.029
C -2.432 -1.564 2.762  0.036
H 2.929 2.689 3.198  0.000
H 0.685 1.332 5.925  0.000
H 3.481 -3.124 -3.401  0.000
H -1.433 -1.312 2.401  -0.019
H 3.881 3.351 -0.403  0.000
N -2.052 -2.107 -1.051  0.048
H -2.351 2.534 0.891  0.000
Ru 0.112 -2.735 -0.712  0.222
C 3.487 1.236 -0.162  -0.001
H -2.402 -0.222 -5.000  0.000
C -1.552 3.231 1.145  0.000
H -2.845 -2.915 1.145  -0.002
C 1.335 1.400 3.851  0.000
H 2.978 0.155 3.188  0.000
C 3.544 -2.294 -2.689  -0.002
H 4.900 2.549 0.805  0.000
C -0.402 3.072 0.152  0.000
H -0.376 0.481 4.779  0.000
O -0.009 1.706 0.104  0.001

no.,E (eV)
1,-27936.068
2,-33933.427
3,-94506.063
4,-8832.667
5,-62607.476
6,-72649.103